Below is a 10-piece molecular cluster, C38H102ClN8O16 overall in a non-equilibrium geometry, with properties calculated with ωB97M-V/def2-TZVPD.

Positions of all 165 atoms, in Å:
Cl 1.0260 -0.1089 -0.4274
O -0.3371 0.2588 -0.4239
O 1.1129 -1.2843 0.4209
O 1.4755 -0.4295 -1.7858
O 1.7999 1.0575 0.0409
C 4.9922 -0.7752 5.1885
O 6.0263 0.1642 4.8829
C 5.5491 1.2994 4.1697
C 4.7852 2.3338 5.1273
N 5.8350 3.1333 5.7692
C 5.3466 3.9569 6.8392
C 5.2141 3.3533 8.2606
O 6.3621 2.8632 8.9337
C 6.1747 2.8232 10.3585
H 4.6582 -1.2687 4.2758
H 4.1442 -0.3538 5.7284
H 5.4924 -1.5082 5.8215
H 4.8915 0.9610 3.3690
H 6.4421 1.7028 3.6923
H 4.1784 1.7198 5.7928
H 4.0803 3.0012 4.6315
H 6.5520 2.5248 6.1376
H 4.3993 4.4115 6.5493
H 6.0425 4.7873 6.9584
H 4.5415 2.4994 8.1801
H 4.5956 4.0502 8.8262
H 5.8234 3.8032 10.6816
H 7.0976 2.4514 10.8036
H 5.4578 2.0415 10.6097
C -4.1402 6.6424 1.3437
O -3.6251 5.8250 2.3995
C -2.5819 4.8704 2.1244
C -2.7625 3.6540 3.0604
N -1.4938 3.0288 3.3571
C -1.5969 1.9019 4.2848
C -0.2331 1.2367 4.5824
O 0.2809 2.0151 5.6636
C 0.3576 1.3402 6.8901
H -4.4959 6.0367 0.5103
H -3.3904 7.3387 0.9681
H -5.0253 7.1783 1.6864
H -1.5991 5.3298 2.2309
H -2.6714 4.3975 1.1465
H -3.5713 3.0529 2.6450
H -3.1759 4.0141 4.0025
H -1.1089 2.6654 2.4969
H -2.2912 1.1755 3.8623
H -1.9417 2.1101 5.2976
H 0.4721 1.1300 3.7581
H -0.3888 0.1721 4.7569
H 0.7741 1.9974 7.6534
H 1.1611 0.6059 6.8330
H -0.5641 0.8340 7.1771
C 3.2986 6.0220 1.0905
C 3.4970 6.2364 -0.4060
O 4.6727 6.9659 -0.7361
O 2.7853 7.1681 1.8065
H 4.2627 5.8025 1.5492
H 2.5124 5.2698 1.1555
H 2.6428 6.7118 -0.8881
H 3.6834 5.2885 -0.9110
H 4.5407 7.8726 -0.4496
H 2.4517 6.7540 2.6058
C -3.3284 -6.4376 2.2676
C -1.9473 -7.0200 2.6528
C -0.8214 -6.0719 2.3620
O 0.4345 -6.5892 2.7499
C 1.5011 -5.6699 2.6126
N -2.0757 -7.2870 4.1213
H -3.6788 -5.6429 2.9262
H -4.0787 -7.2255 2.3343
H -3.2766 -6.0335 1.2566
H -1.8472 -7.9480 2.0899
H -1.0114 -5.0790 2.7696
H -0.8529 -5.9462 1.2797
H 1.1659 -4.7230 3.0358
H 1.7749 -5.4191 1.5878
H 2.3160 -6.0633 3.2204
H -2.2210 -6.4666 4.6922
H -1.1180 -7.5114 4.3505
C 8.0873 -0.5531 -1.8167
C 6.7976 -1.2387 -2.2387
C 6.3820 -2.3538 -1.2769
O 7.3805 -3.3998 -1.1216
C 6.8724 -4.6724 -0.7485
N 5.8748 -0.1100 -2.4941
H 8.8594 -1.2870 -1.5855
H 7.9695 0.1723 -1.0117
H 8.4485 -0.0207 -2.6966
H 6.9565 -1.6958 -3.2154
H 5.3974 -2.6308 -1.6537
H 6.1569 -2.0142 -0.2659
H 6.2679 -4.5933 0.1550
H 7.7462 -5.2807 -0.5150
H 6.3298 -5.1731 -1.5504
H 4.9730 -0.5484 -2.6147
H 5.8242 0.3776 -1.6111
C -3.9779 8.3045 -4.0463
C -3.2030 7.4232 -5.0841
C -2.7866 6.1088 -4.4065
O -1.7318 6.2485 -3.3967
C -1.2382 5.0213 -2.8972
N -4.1941 7.1427 -6.1421
H -4.1818 9.3161 -4.3973
H -3.5413 8.3394 -3.0482
H -4.9410 7.8519 -3.8104
H -2.4653 8.0336 -5.6050
H -2.4246 5.3665 -5.1179
H -3.6379 5.6099 -3.9434
H -2.0771 4.3860 -2.6132
H -0.7331 5.1491 -1.9397
H -0.5211 4.5668 -3.5808
H -4.9155 7.8391 -6.2639
H -4.6534 6.2732 -5.9120
C -1.1428 -0.5229 -11.6681
C -0.0527 -0.0783 -10.6314
C -0.5218 -0.4058 -9.1905
O 0.3147 0.2328 -8.2119
C -0.1282 0.0045 -6.8629
N 1.1794 -0.7845 -11.0175
H -0.8213 -0.0668 -12.6045
H -2.1239 -0.1935 -11.3262
H -1.1405 -1.6038 -11.8089
H 0.1204 0.9908 -10.7543
H -0.4152 -1.4734 -8.9982
H -1.5531 -0.0709 -9.0792
H 0.5905 0.4747 -6.1918
H -0.4009 -0.9930 -6.5181
H -1.0878 0.5172 -6.7964
H 1.8172 -0.3627 -10.3577
H 1.5338 -0.4610 -11.9062
C -10.2395 -2.0517 0.9760
C -8.8321 -1.7993 0.6500
C -7.7860 -3.0099 0.8346
O -6.4564 -2.8598 0.3120
C -5.5866 -1.9813 1.0295
N -8.8280 -1.3415 -0.7413
H -10.8280 -2.5968 0.2380
H -10.8338 -1.1686 1.2108
H -10.1613 -2.7061 1.8442
H -8.4908 -0.9384 1.2249
H -8.1173 -3.8927 0.2878
H -7.7476 -3.2073 1.9058
H -4.6309 -1.8514 0.5216
H -5.3409 -2.4035 2.0040
H -5.9926 -0.9846 1.2022
H -9.3992 -0.5104 -0.6860
H -7.8529 -1.1186 -0.8814
C -3.1605 -8.6361 -3.2016
C -1.7301 -8.1755 -3.4480
C -1.3055 -6.9451 -2.7025
O -1.9102 -5.8190 -3.2827
C -1.5031 -4.7091 -2.5063
N -0.8335 -9.3253 -3.1297
H -3.2216 -8.9110 -2.1487
H -3.4287 -9.5224 -3.7767
H -3.9705 -7.9182 -3.3312
H -1.6500 -7.8965 -4.4987
H -0.2321 -6.7593 -2.7379
H -1.4954 -7.2300 -1.6676
H -0.4203 -4.6537 -2.3948
H -2.1008 -4.7839 -1.5979
H -1.7788 -3.7949 -3.0319
H -0.9733 -9.5697 -2.1597
H 0.1414 -9.0694 -3.1950

Cartesian forces, eV/Å:
Cl 1.368 0.424 -0.688
O -2.082 0.775 -0.413
O 1.093 0.340 0.074
O -0.201 -0.021 0.982
O -0.188 -1.522 0.144
C 1.104 -0.068 -0.033
O -0.735 0.176 0.377
C -0.980 0.402 0.381
C 1.835 -1.103 -0.988
N -0.700 -0.428 0.013
C 1.291 0.600 1.249
C -1.632 -1.089 -0.698
O 0.341 0.967 0.056
C -0.045 -0.642 -1.265
H -0.213 0.019 -0.100
H -0.017 0.153 -0.036
H -0.251 -0.115 0.041
H -0.256 0.009 -0.101
H -0.168 0.509 0.225
H -0.037 -0.039 0.416
H 0.209 -0.047 -0.411
H 0.172 -0.214 -0.100
H -0.183 -0.171 0.166
H 0.132 0.311 -0.079
H -0.321 -0.416 -0.161
H 0.502 0.490 0.544
H 0.246 -0.072 0.469
H 0.183 0.657 -0.034
H -0.538 0.107 0.034
C 0.461 -0.839 0.033
O -0.243 -0.137 -0.137
C -0.769 -0.378 0.106
C -0.089 1.545 0.849
N -0.073 -0.109 0.384
C 0.613 -1.080 -0.910
C -0.895 0.413 -0.234
O 0.525 -0.276 -0.084
C 1.265 -0.390 -0.242
H 0.160 -0.251 -0.212
H 0.055 0.146 0.017
H 0.270 0.048 0.434
H 0.039 -0.007 0.091
H -0.021 0.680 -0.623
H 0.101 -0.672 -0.249
H 0.054 0.204 0.175
H 0.303 -0.134 -0.144
H -0.198 -0.452 -0.019
H -0.367 0.793 -0.258
H 0.118 0.993 -0.253
H -0.220 -0.095 1.071
H -0.724 0.461 0.029
H -0.060 -0.695 -0.113
H -0.188 0.199 0.169
C -0.464 0.517 -0.545
C 0.598 0.260 -0.055
O 0.125 0.399 0.189
O 0.113 -0.113 -0.547
H -0.062 -0.737 -0.136
H 0.466 -0.625 0.256
H -0.343 -0.049 0.210
H -0.378 -0.266 0.344
H 0.077 0.133 0.053
H -0.152 0.438 0.231
C 0.579 -0.067 -0.542
C -2.056 1.100 1.936
C 0.130 -0.015 -1.335
O -0.341 -0.367 0.011
C -0.670 0.442 0.654
N 1.226 -1.197 -0.715
H 0.353 0.115 0.130
H 0.079 -0.022 -0.186
H -0.310 -0.037 -0.142
H 0.342 -0.180 0.359
H 0.031 0.134 0.455
H 0.310 0.259 -0.453
H 0.217 0.283 0.257
H 0.121 -0.506 -0.222
H 0.142 0.086 -0.375
H -0.420 0.597 -0.498
H 0.260 -0.580 0.605
C 0.775 -0.530 -0.850
C 1.418 0.838 0.045
C -0.462 0.053 0.534
O -0.821 0.609 -1.004
C 0.512 0.500 0.112
N -0.127 -1.592 0.664
H -0.007 0.034 0.344
H -0.146 -0.191 0.161
H 0.066 0.282 0.096
H 0.154 -0.293 -0.013
H -0.030 -1.138 -0.147
H 0.137 0.563 0.174
H -0.264 -0.076 0.027
H 0.001 -0.011 0.019
H -0.259 0.148 -0.089
H -0.692 0.405 -0.201
H -0.341 0.429 0.147
C 0.412 -0.375 0.647
C -2.162 1.257 0.931
C 1.806 -0.550 0.361
O -0.909 1.005 -0.745
C -0.453 0.045 0.319
N 0.507 -1.383 -0.528
H 0.198 0.005 -0.102
H 0.655 0.309 -0.138
H -0.205 -0.250 -0.453
H 0.745 -0.459 0.657
H 0.103 0.139 -0.539
H -0.469 0.325 0.232
H -0.047 -0.541 -0.475
H 0.191 0.642 -0.135
H -0.259 -0.307 -0.162
H 0.203 0.209 0.329
H -0.304 -0.094 -0.170
C 0.893 0.547 0.950
C -1.178 -1.020 -0.927
C 1.386 0.331 -0.078
O -0.003 -0.723 -0.017
C -0.744 1.185 -0.585
N 0.157 0.284 1.358
H -0.533 0.023 -0.186
H -0.074 0.109 -0.428
H 0.042 -0.003 0.213
H -0.413 0.304 0.370
H -0.428 -0.302 -0.326
H -0.202 -0.019 0.096
H -0.063 -0.189 -0.115
H 0.757 -0.597 -0.588
H -0.150 0.430 0.407
H 0.874 -0.474 0.239
H -0.313 0.109 -0.360
C -1.034 -1.602 1.549
C 2.024 0.143 -1.631
C -0.544 0.758 -0.298
O -0.351 1.077 0.093
C -0.130 -0.223 0.356
N 0.583 -0.590 0.213
H 0.484 -0.113 -0.342
H 0.319 0.149 0.196
H -0.853 0.051 0.520
H 0.273 -0.223 0.797
H -0.450 0.067 0.176
H 0.063 -0.226 0.216
H -0.268 -0.260 -0.427
H -0.117 -0.130 0.253
H -0.296 0.079 -0.139
H 0.262 0.456 -0.693
H 0.066 0.584 -0.843
C -0.210 -0.064 0.772
C 0.479 -0.671 -1.066
C 0.045 -0.659 -0.529
O 0.171 -0.193 0.650
C -1.010 0.719 -0.597
N -0.594 0.418 -0.348
H -0.099 -0.234 0.255
H 0.302 0.020 -0.102
H 0.417 0.408 -0.291
H 0.264 -0.428 -0.286
H 0.396 -0.467 -0.215
H -0.604 1.011 0.777
H 0.050 -0.263 0.462
H 0.615 0.454 0.544
H -0.197 -0.053 -0.012
H -0.132 -0.160 0.237
H 0.120 0.201 -0.203

Values from the calculation:
**Energy**: -3610.5399 Eh
**Highest occupied orbital energy**: -0.2409 hartree
**Total charge**: -1
**Lowest unoccupied orbital energy**: 0.0733 hartree
**Kohn-Sham gap**: 8.55 eV
**2S+1**: 1

Löwdin atomic charge list, values in e, 99 entries:
1 Cl 0.607
2 O -0.393
3 O -0.402
4 O -0.404
5 O -0.412
6 C -0.101
7 O -0.207
8 C -0.186
9 C -0.170
10 N -0.070
11 C -0.216
12 C -0.235
13 O -0.189
14 C -0.097
15 H 0.088
16 H 0.069
17 H 0.086
18 H 0.111
19 H 0.118
20 H 0.085
21 H 0.114
22 H 0.108
23 H 0.118
24 H 0.109
25 H 0.110
26 H 0.110
27 H 0.084
28 H 0.085
29 H 0.080
30 C -0.106
31 O -0.205
32 C -0.196
33 C -0.230
34 N -0.054
35 C -0.200
36 C -0.196
37 O -0.202
38 C -0.130
39 H 0.076
40 H 0.081
41 H 0.079
42 H 0.118
43 H 0.113
44 H 0.113
45 H 0.116
46 H 0.117
47 H 0.108
48 H 0.118
49 H 0.124
50 H 0.114
51 H 0.083
52 H 0.074
53 H 0.087
54 C -0.222
55 C -0.242
56 O -0.076
57 O -0.090
58 H 0.121
59 H 0.119
60 H 0.118
61 H 0.123
62 H 0.078
63 H 0.072
64 C -0.070
65 C -0.408
66 C -0.237
67 O -0.189
68 C -0.097
69 N 0.028
70 H 0.071
71 H 0.074
72 H 0.067
73 H 0.137
74 H 0.131
75 H 0.119
76 H 0.082
77 H 0.090
78 H 0.089
79 H 0.062
80 H 0.049
81 C -0.080
82 C -0.447
83 C -0.184
84 O -0.196
85 C -0.117
86 N 0.050
87 H 0.070
88 H 0.077
89 H 0.073
90 H 0.134
91 H 0.118
92 H 0.125
93 H 0.082
94 H 0.081
95 H 0.082
96 H 0.065
97 H 0.066
98 C -0.076
99 C -0.383